[1]
Entry from OMol25: a structure of composition C6H11F6N2PRb in a non-equilibrium geometry (ωB97M-V/def2-TZVPD).

Output
- Energy relative to the best compared isomer or geometry (same formula, charge and spin): 5.4 kcal per mole
- Multiplicity: 1
- DFT total energy: -35630.8642 eV
- Lowest unoccupied orbital energy: -3.287 eV
- Net charge: +1
- Gap between HOMO and LUMO: 0.394 Ha
- Max |F|: 2.17 eV/A

Positions of all 27 atoms, in Å:
1 Rb 23.64 20.68 -26.23
2 C 22.50 16.91 -26.91
3 C 21.00 17.23 -26.91
4 N 20.18 16.21 -26.25
5 C 19.74 15.05 -26.84
6 C 19.06 14.36 -25.90
7 N 19.06 15.11 -24.75
8 C 19.77 16.21 -24.99
9 C 18.39 14.75 -23.50
10 H 22.82 16.41 -26.00
11 H 23.00 17.86 -27.03
12 H 22.80 16.25 -27.72
13 H 20.52 17.49 -27.85
14 H 20.88 18.14 -26.31
15 H 20.07 14.77 -27.83
16 H 18.59 13.39 -25.92
17 H 19.93 17.01 -24.28
18 H 18.58 15.50 -22.74
19 H 18.88 13.82 -23.19
20 H 17.32 14.66 -23.63
21 P 20.08 21.25 -25.16
22 F 19.02 20.79 -24.05
23 F 19.92 19.84 -26.00
24 F 18.90 21.91 -26.00
25 F 21.15 21.76 -26.26
26 F 20.36 22.60 -24.30
27 F 21.32 20.53 -24.38

Löwdin population analysis, charges in e, atoms 1 to 8:
1 Rb 1.017
2 C -0.041
3 C -0.153
4 N -0.040
5 C 0.017
6 C -0.001
7 N -0.085
8 C 0.008

[2]
Entry from OMol25: a structure of composition C6H11HgN5P in a non-equilibrium geometry (ωB97M-V/def2-TZVPD).

Output
- Multiplicity: 1
- DFT total energy: -27307.1259 eV
- Lowest unoccupied orbital energy (alpha / beta): 3.926 / 3.509 eV
- Net charge: -1
- Gap between HOMO and LUMO (alpha / beta): 0.174 / 0.160 Ha
- Max |F|: 5.40 eV/A

Positions of all 24 atoms, in Å:
1 C 1.17 -0.63 -1.80
2 C 2.12 0.35 -1.37
3 C 1.52 1.65 -1.59
4 C 0.22 1.44 -2.17
5 C 0.03 0.01 -2.24
6 Hg 0.39 0.84 0.10
7 P 1.00 -0.74 2.07
8 H 1.33 -1.70 -1.80
9 H 3.16 0.14 -1.14
10 H 2.00 2.61 -1.38
11 H -0.85 -0.48 -2.66
12 H -0.38 2.19 -2.69
13 H 0.60 -0.31 3.37
14 H 2.30 -1.31 2.31
15 H 0.23 -1.94 1.96
16 N -4.01 -0.69 2.90
17 N -3.48 -0.32 1.68
18 N -4.14 0.63 0.94
19 C -3.13 1.15 0.25
20 N -1.92 0.66 0.61
21 N -2.13 -0.23 1.57
22 H -3.68 -1.61 3.18
23 H -5.02 -0.63 2.88
24 H -3.30 1.91 -0.49

Löwdin population analysis, charges in e, atoms 1 to 8:
1 C -0.255
2 C -0.299
3 C -0.349
4 C -0.267
5 C -0.253
6 Hg 0.725
7 P 0.560
8 H 0.083

[3]
Entry from OMol25: the molecule C6H11IN2Si in a non-equilibrium geometry (ωB97M-V/def2-TZVPD).

Output
- Energy relative to the best compared isomer or geometry (same formula, charge and spin): 66.3 kcal per mole
- Multiplicity: 1
- DFT total energy: -25355.7694 eV
- Lowest unoccupied orbital energy: -0.875 eV
- Gap between HOMO and LUMO: 0.262 Ha
- Max |F|: 5.35 eV/A

Positions of all 21 atoms, in Å:
1 C 3.42 -1.37 1.14
2 C 2.59 0.20 -0.39
3 C 3.74 -0.27 0.21
4 C -0.69 0.33 -1.88
5 C -0.80 1.51 0.94
6 C -1.01 -1.75 0.57
7 N 2.23 -1.72 1.33
8 N 1.49 -0.28 -0.07
9 Si -0.24 -0.07 0.00
10 I 5.71 0.20 -0.23
11 H 4.13 -1.82 1.71
12 H 2.76 1.22 -0.84
13 H -0.60 1.39 -2.32
14 H -0.17 -0.21 -2.64
15 H -1.70 0.08 -2.09
16 H -0.37 1.58 1.91
17 H -0.54 2.59 0.56
18 H -1.84 1.56 1.06
19 H -1.05 -2.23 -0.31
20 H -0.36 -2.05 1.39
21 H -2.03 -1.62 0.96

Löwdin population analysis, charges in e, atoms 1 to 8:
1 C -0.308
2 C -0.349
3 C -0.761
4 C -0.184
5 C -0.189
6 C -0.141
7 N 0.226
8 N -0.016